1.
17
Properties=species:S:1:pos:R:3 method="wB97M-V/def2-TZVPD" de_lowest_kcal_mol=39.44 total_energy_ev=-12947.470 gap_ev=8.54 total_charge=+1 multiplicity=1
N -0.26729 2.22997 1.22816
C -0.71009 1.10491 0.64054
N -1.79174 0.51241 0.96023
C -2.24197 -0.81748 0.64454
C -2.02205 -1.62179 -0.38314
F -1.10915 -1.45919 -1.29121
N 0.18806 0.84700 -0.46154
C 1.23401 0.03576 -0.27429
N 1.71067 -0.82337 -1.11902
H -0.50030 2.32233 2.23264
H 0.44484 2.86212 0.98810
H -3.08529 -0.94193 1.25508
H -2.42589 -2.64105 -0.55155
H -0.26149 0.56508 -1.37046
H 1.76975 -0.02489 0.71107
H 2.45930 -1.44242 -0.90945
H 1.17563 -0.96041 -1.99162

2.
19
Properties=species:S:1:pos:R:3 method="wB97M-V/def2-TZVPD" de_lowest_kcal_mol=47.18 total_energy_ev=-27507.933 smiles="CC(=O)OCCNS(=O)(=O)F" gap_ev=10.19 multiplicity=1
C 2.40314 -0.38454 0.62650
C 1.70829 0.79449 -0.22622
O 1.89431 0.83283 -1.44772
O 0.88802 1.68139 0.51749
C -0.48071 1.67610 0.05616
C -1.39058 0.52828 0.68174
N -0.86988 -0.86091 0.48812
S -1.20511 -1.50306 -1.06922
O -0.27497 -2.67467 -1.25539
O -2.64388 -1.93793 -1.20976
F -0.84425 -0.43664 -2.30084
H 3.34357 0.00567 1.14654
H 1.65958 -0.59829 1.47665
H 2.58664 -1.31461 0.01066
H -0.93732 2.67142 0.40613
H -0.53902 1.71300 -1.08764
H -1.51313 0.72402 1.80431
H -2.44850 0.59313 0.23331
H -1.33622 -1.50970 1.14919

3.
15
Properties=species:S:1:pos:R:3 method="wB97M-V/def2-TZVPD" de_lowest_kcal_mol=42.01 total_energy_ev=-15350.285 smiles="CC1=N[C@H](I)[NH2+]C1" gap_ev=9.81 total_charge=+1 multiplicity=1
C -1.09991 -1.81801 0.37817
C -0.36298 -0.66611 -0.09266
N -0.26122 -0.29382 -1.26409
C 0.34117 1.02124 -1.30291
I 1.92857 1.27064 -2.82171
N 0.76457 1.31003 0.15293
C 0.32514 0.16626 0.94204
H -0.90931 -2.64577 -0.23895
H -2.14517 -1.57865 0.31628
H -0.88035 -2.10795 1.50568
H -0.37058 1.84693 -1.38071
H 0.43627 2.28055 0.27929
H 1.78765 1.26214 0.18900
H -0.51056 0.35525 1.73264
H 0.95671 -0.40273 1.60500

4.
15
Properties=species:S:1:pos:R:3 method="wB97M-V/def2-TZVPD" de_lowest_kcal_mol=51.91 total_energy_ev=-15349.855 smiles="C[N@@H+]1CC=N[C@H]1I" gap_ev=9.99 total_charge=+1 multiplicity=1
C -1.04026 1.17773 0.55073
N 0.02758 0.61965 -0.26965
C -0.36255 -0.59901 -1.13741
C 0.09000 -1.81842 -0.24075
N 0.77215 -1.50287 0.72962
C 1.06195 0.06128 0.71621
I 3.08684 0.26825 -0.02139
H -1.78513 1.85851 0.07469
H -1.61010 0.42833 1.15784
H -0.38967 1.76637 1.28077
H 0.41849 1.36490 -0.81074
H 0.23501 -0.71540 -1.95780
H -1.38257 -0.65659 -1.35840
H -0.21043 -2.84251 -0.46059
H 1.08867 0.58979 1.74687

5.
16
Properties=species:S:1:pos:R:3 method="wB97M-V/def2-TZVPD" de_lowest_kcal_mol=57.14 total_energy_ev=-26183.533 gap_ev=9.47 total_charge=+1 multiplicity=1
C 2.09551 -0.12001 -0.61934
C 0.12478 1.55711 0.13917
C -0.53170 -0.77272 -0.20338
C -0.72650 -1.19107 1.21700
N 1.39520 -1.09652 -0.45601
N -0.81642 0.58299 -0.54306
S 1.77649 1.65153 -0.60019
I -1.28115 -1.84472 -1.93831
H 3.10504 -0.40630 -0.94363
H -0.21223 2.63077 0.00032
H -0.08665 1.28533 1.19160
H 0.12012 -1.72570 1.51076
H -1.46119 -1.83557 1.39827
H -0.97401 -0.30570 1.86748
H -1.76996 0.83159 -0.36753
H -0.75734 0.75900 -1.65314

6.
19
Properties=species:S:1:pos:R:3 method="wB97M-V/def2-TZVPD" de_lowest_kcal_mol=27.69 total_energy_ev=-21307.827 gap_ev="7.82 / 7.82" total_charge=+1 multiplicity=1
N -0.21340 -0.76795 -2.45030
C 0.33579 -0.60265 -1.26448
C -0.30522 0.23993 -0.38026
N 0.05659 0.36542 0.96321
N -0.42740 1.21313 1.75371
N -1.38498 1.98534 1.44543
C -2.56001 1.86059 1.03585
I -3.56002 -0.00719 0.95639
N 1.07047 -0.40955 1.42030
C 2.08706 -0.84708 0.41981
N 1.45629 -1.23452 -0.80938
H -1.13122 -0.36831 -2.49081
H 0.01608 -1.27019 -3.29621
H -1.15259 0.98777 -0.76454
H -3.17598 2.71623 1.11556
H 1.47085 -0.33460 2.44626
H 2.83735 0.05553 0.24898
H 2.67396 -1.59452 1.00105
H 1.90635 -1.98737 -1.35058

7.
16
Properties=species:S:1:pos:R:3 method="wB97M-V/def2-TZVPD" de_lowest_kcal_mol=22.33 total_energy_ev=-26742.943 s2=0.7530 gap_ev="3.85 / 7.42" multiplicity=2
O 0.38634 -0.29196 0.52411
K 0.44415 2.85884 -0.98601
O -1.03553 1.02567 -0.63450
C -0.82041 -0.16639 -0.18626
O -1.76765 -0.76567 0.63632
C -3.10529 -0.53988 0.26025
C 1.53372 -0.54676 -0.25794
C 2.69313 0.26555 0.28784
H -3.73473 -1.14198 0.92516
H -3.37475 0.52202 0.36176
H -3.27951 -0.83782 -0.78713
H 1.75357 -1.62164 -0.19083
H 1.36034 -0.31880 -1.32355
H 2.94205 -0.08061 1.30064
H 3.49570 0.31749 -0.46124
H 2.50887 1.32194 0.53139

8.
14
Properties=species:S:1:pos:R:3 method="wB97M-V/def2-TZVPD" total_energy_ev=-7171.491 gap_ev="4.71 / 4.15" total_charge=+1 multiplicity=1
H 1.31778 0.46758 -0.81387
C 1.38165 1.51765 -1.35322
C 0.34711 2.71289 -1.21564
C -0.46620 1.59007 -1.53666
H 2.38334 1.88062 -1.11365
H 1.20598 1.06945 -2.33439
H 0.48336 3.45501 -2.00396
H 0.30058 3.10404 -0.20014
H -0.66995 0.85630 -0.74880
C -1.14541 1.31796 -2.83709
O -0.96050 0.03473 -3.24645
La -1.13778 -2.53550 -3.32879
H -0.76945 2.04631 -3.58404
H -2.18391 1.64868 -2.58188

9.
17
Properties=species:S:1:pos:R:3 method="wB97M-V/def2-TZVPD" total_energy_ev=-12672.576 gap_ev=6.38 total_charge=-1 multiplicity=1
O -1.08272 -1.27571 -0.87663
C -0.33889 -1.68683 0.15483
C 1.04151 -1.05648 -0.02318
O 0.88917 0.32446 -0.26221
C 1.99548 1.00040 -0.79775
H -0.21034 -2.78923 0.24760
H -1.05447 -1.19388 1.28775
H 1.48080 -1.49615 -0.94033
H 1.68805 -1.22893 0.85686
H 1.70188 2.04424 -0.96125
H 2.85021 0.96393 -0.10234
H 2.28724 0.53908 -1.75652
O -1.36971 1.58705 1.14006
C -2.54352 1.04721 1.05857
O -3.00916 1.13667 -0.14911
Li -1.06444 0.69205 -0.72357
H -3.26108 1.39213 1.84723

10.
13
Properties=species:S:1:pos:R:3 method="wB97M-V/def2-TZVPD" de_lowest_kcal_mol=27.72 total_energy_ev=-5758.662 smiles=CCC#[N+]C gap_ev=13.15 total_charge=+1 multiplicity=1
C 1.23393 -1.41813 0.77971
C 0.90079 -1.13794 -0.59439
C -0.05219 0.19977 -0.53868
N -0.74197 1.12292 -0.33813
C -1.71110 2.08624 -0.12568
H 0.45773 -1.93926 1.41134
H 1.47602 -0.50901 1.22338
H 2.22033 -2.08378 0.72993
H 1.67899 -0.93816 -1.30812
H 0.21890 -1.92251 -1.20501
H -2.04185 2.29577 -1.09979
H -1.26577 2.74180 0.58463
H -2.37380 1.50229 0.48082

11.
13
Properties=species:S:1:pos:R:3 method="wB97M-V/def2-TZVPD" de_lowest_kcal_mol=111.62 total_energy_ev=-5755.024 gap_ev=6.00 total_charge=+1 multiplicity=1
C -2.31951 0.38209 -0.16004
C -0.74655 0.31519 -0.05581
C -0.02323 -0.72052 0.13861
N 1.40070 -0.83696 0.13426
C 2.06470 0.46354 0.09703
H -2.56971 1.47510 -0.45215
H -2.86500 -0.26417 -0.91333
H -2.74069 0.06840 0.84131
H 3.16923 0.43864 -0.24439
H -0.55458 -1.53729 0.65877
H 1.70335 -1.69103 -0.32845
H 1.41995 0.84323 -0.77294
H 2.06135 1.06379 1.05714

12.
13
Properties=species:S:1:pos:R:3 method="wB97M-V/def2-TZVPD" de_lowest_kcal_mol=39.28 total_energy_ev=-5758.161 smiles="C=C[NH+]1CC1" gap_ev=11.56 total_charge=+1 multiplicity=1
C -0.69888 -1.38660 -1.47617
C -0.71752 -0.66297 -0.34580
N 0.43635 0.06921 0.07043
C 0.33390 1.46243 0.41768
C 0.63601 0.48349 1.40810
H -1.59287 -1.84248 -1.96222
H 0.14897 -1.96008 -1.86324
H -1.56389 -0.31186 0.25534
H 1.25152 -0.25177 -0.48053
H -0.75293 1.66106 0.32038
H 0.98221 2.19889 -0.24824
H 1.66884 0.26808 1.82674
H -0.13169 0.27262 2.07751

13.
14
Properties=species:S:1:pos:R:3 method="wB97M-V/def2-TZVPD" de_lowest_kcal_mol=80.23 total_energy_ev=-7254.396 smiles="C=N/N=C/CC" gap_ev=9.81 multiplicity=1
C 1.48330 -1.61550 2.50641
N 0.54930 -0.61410 2.20178
N -0.19879 -0.85356 1.03158
C -0.10057 0.28073 0.31762
C -0.56824 0.17468 -1.14125
C -0.93034 1.43672 -1.89735
H 1.78033 -2.58216 1.94715
H 2.14831 -1.52574 3.45919
H 0.34938 1.23579 0.67467
H -1.34711 -0.60057 -1.12995
H 0.19115 -0.50774 -1.69194
H -0.17188 2.23108 -1.72777
H -2.03126 1.81181 -1.54935
H -1.15357 1.12856 -3.00080

14.
14
Properties=species:S:1:pos:R:3 method="wB97M-V/def2-TZVPD" de_lowest_kcal_mol=28.29 total_energy_ev=-7256.649 smiles=CCNCC#N gap_ev=9.93 multiplicity=1
C -1.91455 -0.43384 -0.40722
C -0.66197 -0.45344 0.45863
N 0.18399 0.64286 -0.06465
C 1.56715 0.45257 -0.57896
C 2.23148 0.24519 0.69287
N 2.53908 0.12286 1.79946
H -1.59174 -0.48010 -1.45011
H -2.43425 0.52159 -0.26774
H -2.61452 -1.24785 -0.20275
H -0.94433 -0.34591 1.52537
H -0.15528 -1.42726 0.41653
H 0.05723 1.48742 0.48239
H 2.02070 1.31234 -1.12567
H 1.71699 -0.39641 -1.27815

15.
14
Properties=species:S:1:pos:R:3 method="wB97M-V/def2-TZVPD" de_lowest_kcal_mol=45.25 total_energy_ev=-7255.913 smiles="C/C=C(/N)C#N.[H][H]" gap_ev=10.10 multiplicity=1
C 0.15317 1.49412 -0.94084
C -0.29746 0.63288 0.19490
C -0.45153 -0.69614 0.16990
N -0.96248 -1.39020 1.30338
C -0.03035 -1.44784 -0.99207
N 0.33682 -2.05193 -1.91084
H -0.73707 1.85175 -1.46632
H 0.77476 0.94753 -1.65706
H 0.70782 2.37400 -0.59644
H -0.52249 1.11469 1.14507
H -1.97184 -1.46895 1.25877
H -0.57110 -2.31915 1.40525
H 1.95276 0.80680 1.10221
H 1.61901 0.15242 0.98409

16.
14
Properties=species:S:1:pos:R:3 method="wB97M-V/def2-TZVPD" de_lowest_kcal_mol=81.99 total_energy_ev=-7254.320 gap_ev="7.92 / 7.49" multiplicity=1
C 1.95398 0.02283 0.27500
C 0.53509 0.45430 0.04413
N -0.20781 -0.26771 -0.84549
C -1.62715 -0.13032 -0.86679
C -2.13908 -0.25151 0.61033
N -1.47756 -0.03063 1.61587
H 2.61898 0.23833 -0.57439
H 2.00938 -1.05411 0.47450
H 2.35932 0.54144 1.14680
H -0.43212 0.18107 1.77026
H 0.34018 1.52661 -0.01383
H 0.08564 -1.23685 -0.92449
H -2.08872 -0.86567 -1.52910
H -1.93012 0.87223 -1.18278

17.
14
Properties=species:S:1:pos:R:3 method="wB97M-V/def2-TZVPD" de_lowest_kcal_mol=82.77 total_energy_ev=-7254.286 gap_ev=7.20 multiplicity=1
C 1.00590 -0.13818 -1.04552
C 0.27135 0.66002 1.18098
C -0.95989 -0.03454 1.14197
C -0.29365 -0.87568 -0.98376
H 1.03575 0.22346 -2.13726
H 1.98198 -0.77454 -0.91074
H 0.28751 1.65034 -0.65666
H 0.11006 1.50834 1.94882
H 1.10072 0.21794 1.69986
H -1.82485 0.38466 1.71812
H -2.02092 -1.38348 -0.10950
H -0.55017 -1.64465 -1.81168
N 0.97582 1.03551 -0.05952
N -1.11959 -0.82920 0.02489